No. 1
DFT (ωB97M-V/def2-TZVPD) results for a structure of composition C4H7NaO3 at a distorted geometry.

Structure (ORCA input):
```
! RIJCOSX wB97M-V def2-TZVPD def2/J DEFGRID3
* xyz 2 1
O -1.031 0.252 0.363
O 0.281 1.374 -1.086
O 1.100 0.083 0.502
C 0.217 0.878 -0.015
Na 0.628 -2.391 -0.584
C -2.131 0.864 0.197
C -3.370 0.166 0.411
H -2.085 1.812 -0.359
H -3.680 0.349 1.454
H -3.281 -0.900 0.172
H -4.130 0.649 -0.228
C 2.499 0.482 0.491
H 2.676 0.983 1.447
H 2.808 1.119 -0.342
H 3.025 -0.470 0.396
*
```

Results
* relative energy (zero: lowest compared OMol25 entry of this formula, charge and spin): 0.00 kcal per mole
* orbital gap: 10.4 eV
* E_tot: -14801.9188 eV
* LUMO: -9.6 eV

No. 2
DFT (ωB97M-V/def2-TZVPD) results for a cluster of 2 separate species, C4H7O2 in total at a distorted geometry.

Structure (ORCA input):
```
! RIJCOSX wB97M-V def2-TZVPD def2/J DEFGRID3
* xyz 1 1
C -1.796 -0.982 0.940
C -1.025 1.209 -0.228
C 1.769 0.457 -1.180
C 1.640 -0.857 -0.939
O -0.635 2.242 -0.482
O -1.344 0.121 0.064
H -1.988 -1.790 0.180
H -1.066 -1.260 1.698
H -2.652 -0.735 1.384
H 2.179 0.970 -0.395
H 1.423 0.992 -2.106
H 1.438 -1.593 -1.795
H 2.116 -1.340 -0.129
*
```

Results
* relative energy (zero: lowest compared OMol25 entry of this formula, charge and spin): 62.40 kcal per mole
* orbital gap: 9.7 eV
* E_tot: -8345.5600 eV
* LUMO: -4.4 eV

No. 3
DFT (ωB97M-V/def2-TZVPD) results for the ion C4H7O2Si with charge -1 at a distorted geometry.

Structure (ORCA input):
```
! RIJCOSX wB97M-V def2-TZVPD def2/J DEFGRID3
* xyz -1 1
C 0.757 -0.942 2.161
C -0.228 -0.417 1.482
C -0.917 0.657 1.069
O -2.072 1.035 1.243
O -0.053 1.473 0.196
Si 0.286 1.144 -1.316
C -0.154 -0.716 -1.546
H 1.351 -0.343 2.817
H 0.995 -2.018 2.013
H 1.736 1.531 -1.511
H -0.707 1.828 -2.254
H 0.308 -1.308 -2.382
H -0.095 -1.118 -0.504
H -1.208 -0.806 -1.470
*
```

Results
* SMILES string: C=C=C([O-])O[SiH2]C
* relative energy (zero: lowest compared OMol25 entry of this formula, charge and spin): 26.79 kcal per mole
* orbital gap: 6.6 eV
* E_tot: -16233.4877 eV
* LUMO: 3.9 eV

Q: Among the records above, which one has the lowest orbital gap?
A: C4H7O2Si